Record 1
C19H42InNO2P3 as an isolated structure. Source: OMol25; level of theory: ωB97M-V/def2-TZVPD.

Geometry as XYZ:
```
68
Properties=species:S:1:pos:R:3:forces:R:3
In 1.6039 -0.4760 1.3570 -2.371 2.851 -0.866
P -2.6021 -0.4470 1.2390 -0.281 -0.572 0.036
P 1.2142 -2.3101 2.8274 -0.980 0.441 0.255
P -1.5300 1.8406 -1.5101 -0.179 0.159 -0.004
H 3.6614 -2.4780 0.0947 -0.801 -0.410 1.087
C 3.2014 -1.5078 -0.0652 2.650 2.260 -0.369
C 3.6695 -0.3603 0.6398 1.868 -2.411 -2.125
H 4.2391 -0.5105 1.5695 -0.028 -0.154 -0.389
C -3.2340 -1.7719 0.1356 0.342 -0.049 -0.238
C -3.0435 -1.1911 2.8534 -0.006 0.104 0.100
C -4.0200 0.7155 1.1110 0.417 0.523 -0.036
C 2.8514 -2.9771 3.1506 0.074 -0.068 0.023
C 0.5146 -1.2692 4.1454 0.172 -0.330 0.465
C 0.0539 -3.5018 2.1630 -0.085 -0.347 -0.129
C -0.5338 2.6357 -2.8340 0.550 0.212 0.084
C -2.7710 3.1792 -1.2554 0.158 0.012 0.323
C -2.4571 0.6618 -2.5610 -0.083 -0.025 -0.052
H 2.6673 -1.4453 -1.0138 0.065 0.503 -0.193
H 3.9426 0.5572 0.1032 -1.298 0.187 0.156
H -4.2971 -1.9488 0.3475 0.288 -0.022 -0.063
H -2.6694 -2.6975 0.3067 -0.183 0.101 -0.131
H -3.1140 -1.4818 -0.9170 -0.083 -0.155 0.309
H -4.1025 -1.4658 2.8522 0.121 -0.040 0.125
H -2.8736 -0.4552 3.6448 -0.085 -0.112 0.053
H -2.4463 -2.0813 3.0630 -0.132 -0.003 0.065
H -4.9527 0.1510 1.0065 0.186 0.049 0.056
H -3.9050 1.3906 0.2550 -0.107 -0.186 0.258
H -4.0659 1.3159 2.0265 -0.061 0.002 -0.199
H 2.7780 -3.6019 4.0439 0.229 -0.133 -0.048
H 3.5814 -2.1778 3.3250 -0.190 -0.114 0.175
H 3.1962 -3.5662 2.2874 -0.227 -0.011 0.345
H 0.5046 -1.8591 5.0663 -0.185 0.292 0.140
H -0.5037 -0.9405 3.8781 0.319 -0.337 -0.015
H 1.1338 -0.3647 4.2888 -0.097 -0.476 0.108
H -0.0638 -4.2988 2.9093 -0.103 0.026 -0.203
H 0.4494 -3.9292 1.2276 -0.047 0.030 0.368
H -0.9205 -3.0367 1.9410 0.436 -0.060 0.221
H -1.0082 3.5697 -3.1406 0.141 -0.201 -0.213
H -0.4443 1.9569 -3.6871 0.084 0.197 -0.038
H 0.4708 2.8452 -2.4514 -0.212 0.231 -0.315
H -2.5269 3.9936 -1.9509 -0.424 -0.158 0.360
H -2.6775 3.5334 -0.2168 -0.340 0.079 -0.422
H -3.7797 2.7888 -1.4477 0.224 0.350 0.108
H -2.4958 1.0797 -3.5697 -0.291 -0.221 0.034
H -3.4690 0.5250 -2.1707 0.078 -0.106 -0.146
H -1.9444 -0.3059 -2.5930 -0.121 0.108 -0.099
C 1.7634 0.0561 -3.0785 1.174 -1.056 0.057
C 1.4758 -1.3143 -3.3521 0.279 1.349 0.312
C 1.8508 -1.7896 -4.6018 0.286 0.006 -0.458
C 2.5822 -1.0049 -5.5068 -0.317 0.260 0.162
C 2.9797 0.2786 -5.1157 0.201 -0.298 -0.453
C 2.6041 0.7898 -3.8877 -0.338 -0.319 -0.281
O 1.4142 0.7450 -1.9175 -0.469 -1.400 0.918
H 0.4527 0.8421 -1.9933 0.060 0.182 0.665
H 1.0545 -2.0075 -2.6141 -0.349 0.486 -0.291
H 1.5592 -2.7918 -4.8835 0.121 -0.090 0.001
H 2.8177 -1.3794 -6.5116 -0.050 0.128 0.605
H 3.5738 0.9101 -5.7644 0.044 -0.198 -0.114
H 2.9164 1.7568 -3.5201 -0.051 0.166 -0.279
C -0.3135 2.5055 2.6043 -0.446 -0.182 0.129
C 1.0294 2.6130 1.9541 0.210 2.078 0.143
N 1.6053 3.8243 1.9781 -0.686 -2.056 -0.049
O 1.6598 1.6812 1.3571 0.100 -1.593 0.327
H -0.8868 3.4337 2.4051 0.279 -0.556 0.159
H -0.1929 2.4174 3.7045 -0.017 0.052 -0.540
H -0.8920 1.6421 2.2215 0.394 0.424 0.094
H 2.5292 3.9366 1.5883 0.039 0.280 -0.004
H 1.1358 4.5727 2.4596 0.134 0.320 -0.066
```
Forces are in eV/Å.

Results
Calculated total energy: -2167.487277 a.u.
Lowest unoccupied orbital energy: -0.4318 Eh
Max |F|: 3.8 eV Å⁻¹
Total charge: +3

=====

Record 2
A 3-piece molecular cluster, C19H42N7O4P2 overall. Source: OMol25; level of theory: ωB97M-V/def2-TZVPD.

Geometry as XYZ:
```
74
Properties=species:S:1:pos:R:3:forces:R:3
N 1.7839 -4.7522 6.5917 0.313 -0.617 0.334
O 1.5920 -3.8158 5.3810 -0.365 0.520 -0.213
C 0.5732 -2.9905 5.5489 0.476 0.026 0.417
O 0.7241 -1.8058 5.7975 -0.606 -0.097 -0.428
C -0.7969 -3.6425 5.4016 0.353 -0.016 0.200
C -1.9965 -2.9838 5.6349 -0.224 -0.140 0.012
C -3.2041 -3.6800 5.5286 0.184 0.403 0.086
C -3.2101 -5.0098 5.1650 -0.085 -0.373 -0.020
C -2.0142 -5.6699 4.9208 0.088 0.164 -0.031
C -0.8148 -4.9900 5.0507 -0.181 -0.291 -0.338
H 0.9076 -4.6622 7.1242 -0.147 0.242 -0.244
H -2.0069 -1.9359 5.9043 0.172 0.022 0.040
H -4.1409 -3.1807 5.7426 0.004 0.091 -0.070
H -4.1403 -5.5572 5.0717 -0.091 0.081 0.022
H -2.0169 -6.7121 4.6284 0.005 -0.040 0.015
H 0.1212 -5.4987 4.8746 0.123 0.088 0.134
O -3.0188 -1.9724 1.8912 -1.253 -1.751 -3.113
P -2.6209 -0.8403 0.9840 1.928 3.663 4.974
N -0.9732 -0.7812 1.4214 0.093 0.657 -0.781
C -0.4152 0.0254 2.4783 0.393 0.023 0.421
C -0.1424 -1.8853 0.9816 -0.241 -0.163 -0.222
N -3.6688 0.3509 1.7068 -0.733 -0.411 0.296
C -3.2468 1.5914 2.3132 -0.004 0.363 -0.522
C -4.8372 -0.1643 2.4106 0.116 -0.148 0.255
N -2.4567 0.1591 -0.3705 -0.755 -1.561 -1.267
C -1.2844 0.9344 -0.7323 0.581 -0.309 -0.266
C -3.6669 0.5305 -1.0911 -0.042 -0.016 -0.058
H 0.4997 0.5337 2.1397 0.009 -0.074 -0.027
H -0.1519 -0.5769 3.3564 0.008 -0.004 -0.009
H -1.0727 0.8111 2.8303 -0.155 -0.123 -0.144
H 0.0624 -1.8224 -0.0986 0.040 -0.049 0.025
H -0.6143 -2.8525 1.1820 0.037 -0.004 0.051
H 0.8163 -1.8735 1.4977 -0.036 0.084 0.082
H -2.8842 1.4491 3.3394 -0.002 0.059 0.007
H -4.0915 2.2883 2.3608 -0.045 -0.052 0.000
H -2.4769 2.0959 1.7274 0.113 -0.129 0.025
H -4.5953 -0.5164 3.4216 -0.063 -0.043 0.004
H -5.2871 -0.9917 1.8687 0.067 -0.064 0.043
H -5.5930 0.6239 2.4922 0.104 0.107 -0.035
H -1.1231 1.7746 -0.0493 -0.015 -0.068 0.081
H -1.3911 1.3429 -1.7386 -0.187 -0.079 -0.008
H -0.3808 0.3316 -0.7631 0.011 0.024 0.133
H -4.0582 1.4919 -0.7415 0.002 -0.003 0.004
H -4.4460 -0.2187 -0.9549 -0.030 0.042 0.092
H -3.4756 0.6000 -2.1651 0.083 -0.028 0.017
O 0.9623 1.4260 -3.1656 -1.282 -1.364 -2.435
P 2.1044 1.7746 -4.0557 3.375 2.612 3.180
N 3.4156 0.9521 -3.3407 0.081 0.117 -0.220
C 4.4144 1.4695 -2.4330 0.164 0.098 0.053
C 3.3204 -0.4996 -3.3592 -0.318 -0.068 -0.218
N 2.0850 3.4885 -3.8598 -0.529 0.094 0.358
C 3.2256 4.2994 -3.4946 0.250 0.100 -0.542
C 0.8661 4.0668 -3.3021 -0.060 -0.110 0.276
N 2.8133 1.8784 -5.5749 -1.668 -0.931 -0.910
C 4.1876 1.5674 -5.9159 0.176 -0.498 0.052
C 2.0921 2.6241 -6.6008 -0.043 0.038 -0.024
H 5.4174 1.1621 -2.7582 -0.016 -0.059 0.062
H 4.2651 1.1090 -1.4090 -0.024 -0.014 -0.014
H 4.4309 2.5527 -2.3939 -0.136 -0.059 -0.037
H 3.4879 -0.8969 -4.3703 -0.015 -0.063 0.052
H 2.3398 -0.8459 -3.0201 0.021 0.000 0.023
H 4.0715 -0.9426 -2.7076 0.047 0.109 0.033
H 3.4149 4.2857 -2.4138 0.030 0.053 -0.015
H 3.0482 5.3409 -3.7799 -0.074 -0.013 0.000
H 4.1319 3.9963 -4.0224 -0.014 -0.150 0.066
H 0.8228 3.9777 -2.2095 -0.061 0.021 -0.001
H -0.0175 3.5871 -3.7125 0.016 -0.076 0.049
H 0.8136 5.1275 -3.5624 0.152 -0.001 -0.033
H 4.8882 2.3023 -5.5083 -0.011 -0.011 0.037
H 4.3037 1.5628 -7.0013 -0.153 0.104 -0.013
H 4.4864 0.5769 -5.5800 0.012 0.063 0.135
H 2.4296 3.6644 -6.6470 -0.004 0.004 0.004
H 1.0217 2.6262 -6.3979 0.005 0.059 0.071
H 2.2285 2.1675 -7.5836 0.035 -0.062 0.039
```
Forces are in eV/Å.

Results
Calculated total energy: -2115.972990 a.u.
Lowest unoccupied orbital energy: 0.0650 Eh
Max |F|: 6.5 eV Å⁻¹
Total charge: -1

=====

Record 3
C19H42NO2P3SV as an isolated structure. Source: OMol25; level of theory: ωB97M-V/def2-TZVPD.

Geometry as XYZ:
```
69
Properties=species:S:1:pos:R:3:forces:R:3
V -0.0445 0.4300 -0.2116 -0.925 0.039 0.154
P -2.2387 -0.4192 0.4990 -1.883 -0.784 0.468
P 0.1067 -1.8685 -1.0949 0.235 -1.793 -0.577
P -1.2345 1.2903 -2.2763 -0.625 0.402 -0.988
H 1.4717 -0.5391 2.2563 -0.101 0.151 -0.689
C 1.2312 0.4810 1.9090 -2.520 0.071 2.507
C -0.1375 0.8930 2.0756 2.494 -0.196 0.827
H -0.7883 0.3432 2.7717 0.252 -0.151 -1.057
C -2.4538 -1.4154 2.0172 0.387 -0.016 0.276
C -3.2842 -1.4976 -0.5700 0.189 0.135 -0.492
C -3.4192 0.9422 0.8304 0.307 0.315 -0.106
C 1.8856 -2.2286 -1.1344 0.083 0.381 0.126
C -0.4903 -3.3879 -0.2601 -0.144 -0.001 0.657
C -0.4594 -2.2430 -2.8019 -0.088 0.656 -0.189
C -1.7241 3.0267 -1.9313 0.046 -0.280 0.282
C -2.7643 0.6573 -3.1178 0.035 -0.284 0.316
C -0.1160 1.4562 -3.7142 0.146 -0.288 -0.003
H 2.0062 1.2158 2.1431 -0.017 0.074 -0.982
H -0.3470 1.9706 2.0425 0.058 -0.219 -0.237
H -2.2120 -0.8422 2.9164 -0.175 -0.204 -0.112
H -1.8438 -2.3245 2.0110 0.018 0.107 0.120
H -3.5119 -1.7124 2.0647 0.315 0.179 -0.048
H -2.8394 -2.4860 -0.7078 -0.200 0.272 -0.009
H -3.4963 -1.0646 -1.5494 0.046 -0.139 0.282
H -4.2323 -1.6229 -0.0327 0.204 0.078 -0.114
H -2.9743 1.6755 1.5135 -0.218 -0.072 -0.127
H -4.2922 0.4827 1.3123 0.180 0.169 -0.129
H -3.7366 1.4431 -0.0937 0.094 -0.085 0.266
H 2.0460 -3.0849 -1.8003 0.053 0.172 0.136
H 2.1685 -2.4879 -0.1065 0.117 0.077 -0.218
H 2.4445 -1.3576 -1.4900 0.153 -0.254 -0.015
H -0.5525 -4.2052 -0.9960 0.017 0.424 0.151
H -1.4606 -3.2575 0.2265 0.361 -0.276 -0.152
H 0.2283 -3.6387 0.5346 -0.286 0.144 -0.288
H -0.2526 -3.3081 -2.9928 0.023 0.439 0.093
H 0.0795 -1.6273 -3.5351 -0.191 -0.181 0.104
H -1.5404 -2.0760 -2.9082 0.360 -0.128 0.034
H -1.1403 3.6970 -2.5712 -0.247 -0.042 0.226
H -1.5466 3.2680 -0.8803 -0.141 0.220 -0.132
H -2.7907 3.1004 -2.1611 0.176 0.295 0.101
H -2.9527 1.2534 -4.0266 0.222 -0.087 0.397
H -3.6447 0.7330 -2.4634 0.292 0.078 -0.235
H -2.6390 -0.3936 -3.4129 -0.046 0.391 -0.011
H 0.0124 2.5214 -3.9446 0.015 -0.378 -0.071
H -0.5992 0.9363 -4.5503 0.296 0.218 0.038
H 0.8566 1.0030 -3.5174 -0.021 0.094 -0.149
C 2.8952 3.3658 -0.4936 0.516 0.971 -0.457
C 3.8979 3.3726 -1.4989 -0.338 -0.551 -0.343
C 4.6413 4.5244 -1.7604 0.084 -0.340 -0.202
C 4.4227 5.7049 -1.0579 -0.043 -0.149 0.052
C 3.5494 5.6663 0.0257 -0.324 -0.065 0.079
C 2.7845 4.5328 0.3067 -0.796 -0.480 0.348
S 1.5525 2.1457 -0.6469 1.026 -0.053 -0.057
H 1.7228 0.9458 0.2996 0.714 1.039 -0.489
H 4.0587 2.4872 -2.1250 -0.096 0.377 0.267
H 5.3888 4.5147 -2.5551 -0.291 -0.154 0.175
H 4.9131 6.6417 -1.3660 -0.175 -0.608 0.344
H 3.4214 6.5635 0.6212 -0.119 -0.182 0.070
H 2.0482 4.5589 1.1225 0.378 0.091 -0.410
N 0.6442 -4.6014 5.0675 0.414 0.003 1.237
C 1.2494 -3.3902 4.4700 -0.111 -0.098 -0.320
C 0.5705 -3.3735 3.0990 -0.594 0.028 -0.219
O -0.5970 -3.8693 3.1316 0.822 0.663 -0.804
O 1.2243 -2.8944 2.1521 -0.425 0.487 0.059
H -0.3223 -4.6717 4.6497 0.341 0.235 0.036
H 0.6746 -4.5768 6.0849 -0.248 -0.205 0.083
H 1.1917 -5.3917 4.7602 0.019 -0.614 -0.014
H 0.9576 -2.5079 5.0407 0.075 -0.120 0.041
H 2.3336 -3.4785 4.4017 -0.171 0.002 0.095
```
Forces are in eV/Å.

Results
Calculated total energy: -3319.587823 a.u.
Lowest unoccupied orbital energy (alpha / beta): -0.4011 / -0.4146 Eh
Spin multiplicity: 3
Expectation value of S²: 2.083
Max |F|: 3.6 eV Å⁻¹
Energy above the lowest of the compared OMol25 structures with the same formula, charge and spin: 100.1 kJ/mol
Total charge: +3